ORCA calculation (ωB97M-V/def2-TZVPD) on C26H45FKO17S4Zn as an isolated structure at a distorted geometry.

Values from the calculation:
- E_tot: -6368.14487 Eh
- Charge: +1
- HOMO-LUMO gap: 7.315 eV

Each line ends with the Löwdin charge.
Positions of all 95 atoms, in Å:
Zn: 4.642 -3.031 -0.611  1.07
K: 4.073 -1.003 2.839  0.86
C: 0.954 -0.788 0.373  -0.06
C: 1.578 -2.102 0.752  -0.36
O: 2.969 -2.317 0.345  -0.45
H: 0.509 -0.221 1.191  0.05
H: 0.226 -0.995 -0.411  0.06
H: 1.669 -0.051 0.006  0.07
H: 1.011 -2.983 0.450  0.08
H: 1.582 -2.136 1.841  0.06
F: 5.885 -2.254 0.919  -0.58
O: -1.535 0.689 -5.421  -0.28
S: -1.608 1.338 -4.133  0.66
O: -0.678 2.476 -3.922  -0.31
O: -3.036 1.953 -3.730  -0.25
C: -4.149 1.321 -4.312  -0.28
C: -4.463 2.029 -5.703  -0.04
C: -1.345 0.098 -2.719  -0.09
H: -5.057 1.530 -3.746  0.11
H: -4.107 0.240 -4.450  0.12
H: -4.427 3.106 -5.535  0.08
H: -5.437 1.793 -6.131  0.08
H: -3.568 1.780 -6.274  0.06
H: -0.389 -0.423 -2.773  0.06
H: -2.231 -0.501 -2.505  0.05
H: -1.299 0.784 -1.874  0.03
O: 2.867 5.875 -1.528  -0.31
S: 1.831 5.147 -2.254  0.68
O: 1.100 5.718 -3.342  -0.26
O: 2.400 3.620 -2.695  -0.23
C: 2.484 2.489 -1.861  -0.36
C: 3.557 2.591 -0.903  -0.07
C: 0.656 4.674 -0.929  -0.11
H: 2.581 1.584 -2.462  0.13
H: 1.556 2.112 -1.432  0.10
H: 4.412 2.185 -1.443  0.10
H: 3.393 1.789 -0.183  0.07
H: 3.436 3.484 -0.291  0.07
H: 0.000 3.924 -1.371  0.06
H: -0.039 5.492 -0.737  0.08
H: 1.273 4.245 -0.139  0.03
O: 2.762 -6.787 -1.159  -0.27
S: 2.452 -5.570 -1.933  0.76
O: 3.204 -4.304 -1.885  -0.37
O: 2.176 -5.937 -3.503  -0.25
C: 1.621 -7.161 -3.870  -0.27
C: 0.200 -7.500 -3.328  -0.07
C: 0.642 -4.989 -1.527  -0.04
H: 2.298 -7.998 -3.700  0.13
H: 1.495 -7.202 -4.952  0.13
H: 0.171 -8.463 -3.838  0.09
H: -0.621 -6.828 -3.580  0.08
H: 0.185 -7.626 -2.246  0.07
H: 0.558 -5.132 -0.450  0.07
H: -0.101 -5.627 -2.005  0.03
H: 0.496 -3.994 -1.950  0.07
O: 0.344 2.497 2.130  -0.30
S: 1.327 2.237 3.184  0.70
O: 2.471 1.303 3.060  -0.39
O: 1.856 3.722 3.715  -0.28
C: 2.405 4.640 2.714  -0.20
C: 1.370 5.768 2.446  -0.06
C: 0.490 1.894 4.771  -0.08
H: 2.715 4.158 1.786  0.09
H: 3.302 4.979 3.232  0.13
H: 1.101 6.434 3.266  0.08
H: 0.392 5.499 2.048  0.06
H: 1.780 6.468 1.717  0.08
H: 1.054 2.061 5.689  0.09
H: 0.289 0.830 4.647  0.03
H: -0.521 2.296 4.706  0.08
C: -4.533 1.223 -0.132  0.04
C: -5.090 2.394 0.280  0.02
C: -4.380 3.259 1.242  -0.32
O: -4.826 4.282 1.857  0.08
C: -2.989 2.815 1.561  0.04
C: -2.457 1.649 1.147  0.00
C: -3.228 0.658 0.409  -0.33
O: -2.762 -0.393 -0.095  0.04
H: -5.192 0.576 -0.691  0.11
H: -6.116 2.674 0.094  0.12
H: -2.399 3.459 2.196  0.12
H: -1.393 1.491 1.235  0.08
C: 0.060 -2.994 6.141  0.05
C: -0.708 -4.122 6.012  0.05
C: -1.371 -4.484 4.775  -0.42
O: -1.937 -5.508 4.551  0.16
C: -1.164 -3.430 3.729  0.07
C: -0.382 -2.283 3.880  0.02
C: 0.495 -2.174 5.020  -0.42
O: 1.449 -1.406 4.939  0.06
H: 0.693 -2.745 6.979  0.12
H: -0.879 -4.845 6.796  0.13
H: -1.816 -3.507 2.871  0.12
H: -0.265 -1.521 3.123  0.10


ORCA calculation (ωB97M-V/def2-TZVPD) on a 2-piece molecular cluster, C2H7N2O overall at a distorted geometry.

Values from the calculation:
- E_tot: -264.81424 Eh
- ΔE to the lowest compared entry with this formula, charge and spin: 3.182 eV
- Charge: +1
- HOMO-LUMO gap: 10.573 eV

Each line ends with the Löwdin charge.
Positions of all 12 atoms, in Å:
C: -3.209 -0.289 -0.299  0.02
C: -1.876 -0.024 0.164  -0.44
N: -0.614 -0.264 0.115  0.09
N: 2.138 0.594 -0.101  0.27
O: -2.675 0.964 0.161  0.13
H: -3.392 -0.276 -1.399  0.14
H: -4.081 -0.589 0.254  0.12
H: 2.640 1.341 0.379  0.15
H: -0.325 -1.308 0.042  0.12
H: 2.837 -0.064 0.164  0.13
H: 1.764 0.922 -1.036  0.19
H: 1.202 0.273 0.298  0.09


ORCA calculation (ωB97M-V/def2-TZVPD) on one molecule with the formula C24H34N2O6 at a distorted geometry.

Values from the calculation:
- E_tot: -1495.14174 Eh
- ΔE to the lowest compared entry with this formula, charge and spin: 21.276 eV
- Charge: 0
- HOMO-LUMO gap: 8.896 eV
- SMILES: CCOC(=O)C1CCN(C(=O)c2ccc(OC3CCN(C(=O)CCOC)CC3)cc2)CC1

Each line ends with the Löwdin charge.
Positions of all 66 atoms, in Å:
C: 9.655 2.443 0.031  -0.06
C: 9.749 0.914 -0.123  -0.13
H: 10.664 0.595 0.288  0.10
H: 9.542 0.557 -1.183  0.14
O: 8.552 0.197 0.504  -0.01
C: 7.269 0.216 0.134  -0.69
O: 7.008 0.540 -0.877  0.24
C: 6.306 -0.304 0.917  -0.32
C: 4.941 0.459 0.970  -0.06
H: 5.210 1.454 1.207  0.10
H: 4.347 0.262 1.926  0.14
C: 4.101 0.326 -0.334  0.07
N: 4.049 -1.360 -0.599  0.06
C: 2.874 -1.755 -0.523  -0.36
O: 2.781 -3.045 -0.961  -0.09
C: 1.542 -1.079 -0.169  -0.26
C: 0.705 -1.063 -1.248  0.08
C: -0.563 -0.295 -0.989  -0.01
C: -0.699 0.382 0.128  -0.19
C: 0.109 0.158 1.328  0.07
C: 1.281 -0.546 0.880  -0.11
H: 1.917 -0.579 1.931  0.18
H: -0.099 0.620 2.243  0.10
O: -1.991 1.003 0.722  -0.13
C: -3.008 1.255 -0.603  -0.09
C: -3.731 -0.191 -0.476  -0.05
H: -4.109 -0.695 0.537  0.18
H: -3.166 -0.853 -0.917  0.02
C: -5.132 -0.022 -1.226  -0.15
N: -5.824 1.039 -0.718  -0.09
C: -7.059 1.072 -0.240  -0.53
O: -7.644 1.890 0.207  0.20
C: -7.691 -0.372 -0.211  -0.04
C: -9.145 -0.477 0.369  -0.29
O: -9.875 -1.620 0.274  -0.10
C: -9.396 -2.367 1.189  -0.27
H: -10.139 -3.365 0.878  0.17
H: -8.444 -2.940 1.173  0.09
H: -9.449 -2.170 2.206  0.06
H: -9.158 0.080 1.539  0.20
H: -9.634 0.325 0.024  0.06
H: -7.238 -1.048 0.558  0.12
H: -7.913 -0.796 -1.235  0.14
C: -5.197 2.198 -0.681  -0.27
C: -4.013 2.260 0.101  -0.14
H: -4.049 1.884 1.180  0.15
H: -3.275 3.029 0.243  0.12
H: -4.726 2.500 -1.681  0.16
H: -5.807 3.168 -0.394  0.19
H: -4.866 0.375 -2.297  0.16
H: -5.600 -0.857 -1.468  0.07
H: -2.606 1.418 -1.405  0.03
H: -1.039 -0.080 -1.983  0.13
H: 0.940 -1.394 -2.180  0.09
C: 5.394 -1.957 -0.530  -0.08
C: 6.131 -1.697 0.854  -0.10
H: 7.019 -2.370 0.453  0.18
H: 5.456 -2.276 1.503  0.14
H: 5.069 -2.832 -0.857  0.08
H: 5.982 -1.460 -1.186  0.09
H: 3.300 0.653 -0.256  -0.02
H: 4.822 0.654 -0.971  0.08
H: 6.835 -0.289 1.968  0.20
H: 8.546 2.809 -0.397  0.15
H: 9.685 2.665 1.017  0.02
H: 10.502 2.752 -0.564  0.07


ORCA calculation (ωB97M-V/def2-TZVPD) on a 2-piece molecular cluster, C4H10O3 overall at a distorted geometry.

Values from the calculation:
- E_tot: -383.97356 Eh
- ΔE to the lowest compared entry with this formula, charge and spin: 1.581 eV
- Charge: -2
- HOMO-LUMO gap: 6.608 eV

Each line ends with the Löwdin charge.
Positions of all 17 atoms, in Å:
C: 0.906 0.653 -2.561  -0.50
O: 0.338 0.055 -3.788  -0.53
C: -0.013 0.272 -1.418  -0.25
C: 0.426 0.414 0.091  -0.17
C: -0.207 -0.818 0.896  -0.30
O: 0.024 -1.075 2.272  -0.16
H: 1.029 1.745 -2.848  0.06
H: 2.049 0.466 -2.507  0.07
H: -0.897 0.949 -1.629  0.11
H: -0.400 -0.706 -1.692  0.08
H: 0.234 1.408 0.492  0.09
H: 1.490 0.240 0.154  0.07
H: -1.259 -0.806 0.696  0.09
H: 0.246 -1.730 0.388  0.11
H: -0.663 -0.884 2.980  0.01
H: -2.027 -0.369 4.277  -0.21
O: -1.275 0.185 4.195  -0.56


Which value of charge does entry 1 give? +1


E_tot of number 1 (C26H45FKO17S4Zn)? -6368.14487 Eh


Among the records above, which one has the lowest HOMO-LUMO gap? C4H10O3